Entry 1:
This record from the OMol25 dataset describes 10 unconnected molecules or ions with the total composition C38H56O30. The level of theory is wB97M-V/def2-TZVPD.

Computed properties:
Frontier orbital gap, eV: 10.70

Last column: Löwdin charge in e.
Geometry (Å):
1 C 1.74023 5.25176 -3.58833  -0.03
2 C 2.61709 4.69819 -2.48517  -0.28
3 C 2.07314 3.36866 -1.94296  -0.09
4 O 2.54553 2.43517 -2.91288  0.06
5 C 3.62255 2.96884 -3.52391  -0.60
6 O 4.28298 2.43489 -4.35287  0.17
7 O 3.86306 4.19758 -3.01895  0.07
8 H 0.87969 5.75242 -3.12537  0.09
9 H 1.38979 4.56829 -4.35647  0.10
10 H 2.21602 6.13251 -4.03245  0.09
11 H 2.73259 5.50716 -1.77100  0.16
12 H 0.98806 3.35454 -1.88176  0.13
13 H 2.52123 3.11979 -0.97887  0.13
14 C -3.18511 5.62260 1.93911  -0.02
15 C -1.86706 4.90580 1.74758  -0.30
16 C -0.97817 5.48278 0.62414  -0.09
17 O 0.24575 5.78552 1.28979  0.06
18 C 0.16999 5.44928 2.60738  -0.57
19 O 1.12576 5.42560 3.31579  0.15
20 O -1.08113 5.11308 2.93304  0.08
21 H -3.64060 5.81799 0.96199  0.09
22 H -2.99233 6.64838 2.27553  0.09
23 H -3.87734 5.14335 2.62137  0.08
24 H -2.06615 3.85014 1.56713  0.13
25 H -1.47366 6.39410 0.28220  0.13
26 H -0.79586 4.78185 -0.18434  0.10
27 C 6.08770 1.89298 -1.37616  -0.02
28 C 6.10137 0.38124 -1.46462  -0.28
29 C 6.12381 -0.37316 -0.13241  -0.05
30 O 4.95147 -1.22468 -0.16824  0.06
31 C 4.25592 -0.95188 -1.29378  -0.57
32 O 3.21897 -1.50040 -1.52752  0.14
33 O 4.84563 -0.03724 -2.04165  0.10
34 H 6.36249 2.33244 -2.33733  0.09
35 H 6.94309 2.18468 -0.75166  0.10
36 H 5.18432 2.38124 -1.02063  0.09
37 H 6.95804 0.13802 -2.09550  0.15
38 H 5.85224 0.34006 0.64989  0.13
39 H 7.02090 -0.93927 0.08066  0.14
40 C -5.76733 -4.68940 -1.11133  -0.02
41 C -4.30188 -4.73294 -1.48104  -0.30
42 C -3.59221 -3.37374 -1.51402  -0.10
43 O -2.83282 -3.31950 -0.31781  0.06
44 C -2.84924 -4.51123 0.28847  -0.55
45 O -2.25020 -4.82495 1.26458  0.17
46 O -3.63726 -5.39190 -0.38894  0.08
47 H -6.17671 -5.69610 -1.12792  0.09
48 H -6.34439 -4.12069 -1.85297  0.09
49 H -5.93084 -4.13154 -0.18998  0.09
50 H -4.10741 -5.22568 -2.43226  0.15
51 H -4.27826 -2.53777 -1.66946  0.13
52 H -2.90980 -3.25263 -2.36109  0.13
53 C 0.11704 1.82274 3.27347  0.01
54 C 1.44539 1.57843 2.57206  -0.31
55 C 2.55260 2.57105 2.95119  -0.07
56 O 3.73717 1.75273 2.96442  0.08
57 C 3.39040 0.45527 2.90713  -0.56
58 O 4.11368 -0.47527 2.85588  0.16
59 O 2.04093 0.31504 2.83976  0.07
60 H -0.10598 1.08365 4.04633  0.09
61 H -0.71472 1.77074 2.56691  0.08
62 H 0.03509 2.80919 3.73351  0.08
63 H 1.21649 1.64666 1.50848  0.12
64 H 2.47178 3.03428 3.93068  0.14
65 H 2.52814 3.32589 2.16704  0.13
66 C -8.23565 1.45452 0.38760  -0.02
67 C -6.87961 1.24277 1.03345  -0.29
68 C -6.84817 0.02877 1.97041  -0.09
69 O -5.68777 -0.68094 1.56842  0.08
70 C -5.09685 -0.09141 0.52080  -0.55
71 O -4.04621 -0.40803 0.07146  0.16
72 O -5.87520 0.91404 0.04674  0.08
73 H -8.92671 0.61862 0.47899  0.08
74 H -8.23137 1.93489 -0.58475  0.09
75 H -8.73791 2.17690 1.05349  0.09
76 H -6.51045 2.15788 1.49350  0.15
77 H -7.71594 -0.62973 1.87710  0.13
78 H -6.84421 0.25876 3.03721  0.14
79 C 4.01586 -4.66324 -4.84906  -0.02
80 C 3.37731 -3.51084 -4.11345  -0.33
81 C 3.06771 -2.28764 -5.02924  -0.07
82 O 1.69610 -2.05773 -4.76121  0.07
83 C 1.23564 -2.86625 -3.78953  -0.56
84 O 0.11115 -2.78915 -3.40270  0.15
85 O 2.13558 -3.83777 -3.51048  0.11
86 H 5.03815 -4.41087 -5.11597  0.09
87 H 3.37488 -4.86904 -5.71004  0.09
88 H 4.02054 -5.57383 -4.25051  0.09
89 H 4.11070 -3.06655 -3.43716  0.13
90 H 3.22875 -2.48832 -6.08591  0.13
91 H 3.63697 -1.43731 -4.66066  0.13
92 C -0.99522 -1.47109 1.91542  -0.01
93 C -1.80533 -1.99142 3.08311  -0.27
94 C -0.95278 -2.34633 4.31496  -0.06
95 O -1.34294 -1.38616 5.30924  0.06
96 C -2.40315 -0.67263 4.87379  -0.59
97 O -3.00876 0.10637 5.53596  0.15
98 O -2.63733 -0.92963 3.57811  0.08
99 H -0.12835 -0.90211 2.24941  0.07
100 H -1.66981 -0.93925 1.24038  0.08
101 H -0.63823 -2.31460 1.31515  0.09
102 H -2.40437 -2.84791 2.78489  0.14
103 H 0.12558 -2.33570 4.18436  0.12
104 H -1.25135 -3.31493 4.71900  0.14
105 O 1.25803 -6.47462 2.41374  0.17
106 C 1.70683 -5.43447 2.07311  -0.56
107 O 2.45464 -5.23499 0.96533  0.07
108 C 2.55763 -3.85405 0.68682  -0.11
109 C 2.36519 -3.24841 2.11702  -0.11
110 O 1.61747 -4.26911 2.75974  0.05
111 H 3.52722 -3.69014 0.22696  0.12
112 H 1.82789 -3.34883 0.04484  0.12
113 H 1.81088 -2.31888 2.08656  0.10
114 H 3.36928 -3.12153 2.51773  0.13
115 O -1.17390 2.73821 -0.22713  0.12
116 C -0.95882 1.62118 -0.59610  -0.56
117 O -1.71612 0.85002 -1.34381  0.09
118 C -1.13575 -0.40960 -1.64416  -0.07
119 C 0.28494 -0.25890 -1.03377  -0.08
120 O 0.22389 0.99572 -0.34704  0.02
121 H -1.73710 -1.19618 -1.19921  0.10
122 H -1.01758 -0.53912 -2.71528  0.12
123 H 1.03994 -0.32436 -1.81495  0.11
124 H 0.58254 -0.97173 -0.26658  0.11


Entry 2:
This record from the OMol25 dataset describes a molecular structure, C38H58BaMnN8O4. The level of theory is wB97M-V/def2-TZVPD.

Computed properties:
Spin multiplicity: 6
Net charge: +2
Frontier orbital gap (spin up / spin down), eV: 6.61 / 6.61

Last column: Löwdin spin population.
Geometry (Å):
1 Ba -1.38509 -0.71655 4.09812  0.00
2 Mn 3.15039 2.40915 -2.83521  4.85
3 C 0.14784 0.20605 -0.61874  0.00
4 C -0.17431 0.16986 0.82278  0.00
5 C 0.76592 1.02369 1.78753  0.00
6 O 0.72116 0.81883 3.01358  0.00
7 C 1.56721 2.11028 1.19524  0.00
8 C 1.64452 2.21113 -0.13799  0.00
9 C 1.06884 1.13660 -1.02240  0.00
10 O 1.39412 1.06390 -2.28377  0.05
11 O 2.45665 3.14970 -0.61981  0.04
12 O -1.09010 -0.51663 1.33056  0.00
13 H -0.29673 -0.47930 -1.32518  0.00
14 H 2.08818 2.80352 1.83899  0.00
15 C 0.58404 -4.19645 -2.85706  0.00
16 C 0.65429 -3.15847 -3.97819  0.00
17 C 1.48781 -1.93506 -3.61902  0.00
18 C 2.89562 -2.25215 -3.39662  0.00
19 N 4.01316 -2.46811 -3.26298  0.00
20 H 0.01784 -3.72300 -2.05497  0.00
21 H 1.52869 -4.63258 -2.53218  0.00
22 H -0.08496 -5.00743 -3.14487  0.00
23 H -0.35903 -2.78734 -4.13166  0.00
24 H 1.13917 -3.59326 -4.85222  0.00
25 H 1.13908 -1.42115 -2.72326  0.00
26 H 1.50206 -1.19371 -4.41796  0.00
27 C 1.95918 -5.48306 0.57890  0.00
28 C 1.26313 -4.16291 0.82057  0.00
29 C 0.20173 -4.25456 1.91295  0.00
30 C -0.85929 -5.23368 1.62256  0.00
31 N -1.69729 -5.97273 1.40780  0.00
32 H 2.66759 -5.34734 -0.23832  0.00
33 H 1.26441 -6.29565 0.36661  0.00
34 H 2.50474 -5.75728 1.48183  0.00
35 H 0.81555 -3.84465 -0.12098  0.00
36 H 1.97220 -3.36821 1.05242  0.00
37 H -0.33515 -3.30676 1.95223  0.00
38 H 0.73581 -4.59630 2.79956  0.00
39 C -1.62612 2.38105 -6.20541  0.00
40 C -0.82508 1.65445 -5.14488  0.00
41 C -1.39679 0.39253 -4.54296  0.00
42 C -1.79069 -0.61095 -5.54269  0.00
43 N -2.13782 -1.34134 -6.36325  0.00
44 H -1.68819 1.92706 -7.19442  0.00
45 H -1.39052 3.43834 -6.32678  0.00
46 H -2.65591 2.39475 -5.84839  0.00
47 H -0.52080 2.27015 -4.29846  0.00
48 H 0.09904 1.38676 -5.65718  0.00
49 H -2.26709 0.58886 -3.91675  0.00
50 H -0.62654 -0.11724 -3.96421  0.00
51 C -1.73413 5.06001 1.61374  0.00
52 C -1.31513 5.23632 3.11166  0.00
53 C -0.78184 3.96830 3.79014  0.00
54 C -1.67191 2.80408 3.70494  0.00
55 N -2.32039 1.84767 3.61851  0.00
56 H -0.88318 4.66482 1.05894  0.00
57 H -1.97760 5.97428 1.07250  0.00
58 H -2.54361 4.33812 1.50547  0.00
59 H -2.16319 5.63567 3.66787  0.00
60 H -0.55287 6.01477 3.14433  0.00
61 H -0.56936 4.18635 4.83675  0.00
62 H 0.13652 3.67261 3.28291  0.00
63 C -5.74995 2.47174 -0.34304  0.00
64 C -4.58023 2.36249 0.66709  0.00
65 C -3.26334 1.90210 -0.05350  0.00
66 C -2.84724 2.78430 -1.17581  0.00
67 N -2.57173 3.45954 -2.13179  0.00
68 H -6.55477 2.98785 0.18041  0.00
69 H -6.16088 1.52570 -0.69552  0.00
70 H -5.52832 3.02949 -1.25292  0.00
71 H -4.75152 1.81702 1.59511  0.00
72 H -4.42006 3.34918 1.10171  0.00
73 H -3.48246 0.96536 -0.56595  0.00
74 H -2.44811 1.79874 0.66260  0.00
75 C 3.80852 1.49802 4.45158  0.00
76 C 3.54428 1.90567 5.91942  0.00
77 C 2.13600 2.33268 6.27512  0.00
78 C 1.06612 1.32094 6.15310  0.00
79 N 0.19324 0.53928 6.07539  0.00
80 H 3.07103 0.82610 4.01258  0.00
81 H 4.75303 0.96518 4.34169  0.00
82 H 3.89373 2.37253 3.80655  0.00
83 H 4.18334 2.77468 6.07596  0.00
84 H 3.96696 1.17832 6.61254  0.00
85 H 1.84188 3.25254 5.76974  0.00
86 H 2.05124 2.52487 7.34468  0.00
87 C -2.91409 -2.27122 -2.49327  0.00
88 C -2.85854 -3.01377 -1.17708  0.00
89 C -3.61675 -2.32557 -0.03470  0.00
90 C -4.99408 -1.77526 -0.26035  0.00
91 N -6.05360 -1.37466 -0.46089  0.00
92 H -2.15467 -1.48967 -2.51666  0.00
93 H -3.92183 -1.87553 -2.61971  0.00
94 H -2.64696 -2.99185 -3.26622  0.00
95 H -1.83901 -3.07987 -0.79726  0.00
96 H -3.25832 -3.99873 -1.41820  0.00
97 H -3.02112 -1.47796 0.30429  0.00
98 H -3.74214 -3.05334 0.76699  0.00
99 C 3.62166 -0.73052 1.15293  0.00
100 C 4.52561 -1.72041 0.30458  0.00
101 C 5.62137 -0.92900 -0.40304  0.00
102 C 5.11278 0.17684 -1.23645  0.02
103 N 4.65932 1.04916 -1.84782  0.02
104 H 2.80555 -1.21563 1.68841  0.00
105 H 3.14800 -0.06711 0.42931  0.00
106 H 4.16272 -0.24924 1.96762  0.00
107 H 3.89737 -2.18889 -0.45302  0.00
108 H 4.89933 -2.43816 1.03482  0.00
109 H 6.19323 -1.55526 -1.08777  0.00
110 H 6.35768 -0.51452 0.28555  0.00


Entry 3:
This record from the OMol25 dataset describes a molecular structure, C38H60BN6OsSeSi. The level of theory is wB97M-V/def2-TZVPD.

Computed properties:
Spin multiplicity: 5
Net charge: +1
Frontier orbital gap (spin up / spin down), eV: 8.07 / 5.74

Last column: Löwdin spin population.
Geometry (Å):
1 Os 0.53837 0.50535 0.52565  2.49
2 C -0.91175 4.31046 -1.90790  0.00
3 C -1.48472 3.48872 -0.68473  0.00
4 C -2.78626 4.04877 -0.13228  0.00
5 C -1.67887 2.06991 -1.01109  0.04
6 C -2.47395 1.50171 -2.04566  0.02
7 C -2.47605 0.11583 -1.92645  0.03
8 C -3.00091 -0.97378 -2.84458  0.00
9 C -1.96366 -1.67025 -3.73461  0.00
10 C -4.18219 -0.51555 -3.69345  0.00
11 N -1.87765 -0.19270 -0.76139  0.02
12 N -1.21954 0.96321 -0.33657  0.15
13 B -2.03242 -1.39180 0.31073  0.00
14 N -2.01135 -0.60366 1.65068  0.01
15 N -0.76348 -0.03106 2.11968  0.03
16 C -0.99853 0.26129 3.41513  0.02
17 C -2.37367 0.11849 3.69247  0.01
18 C -2.96232 -0.38820 2.58374  0.02
19 C -4.43487 -0.70425 2.41043  0.00
20 C -4.99772 -0.30089 1.04081  0.00
21 C -4.64639 -2.19921 2.81991  0.00
22 C 0.10280 0.48536 4.42520  0.01
23 C 0.98182 -0.76477 4.47778  0.00
24 C -0.48300 0.69695 5.80680  0.00
25 N -0.75757 -2.20355 0.36355  0.01
26 N 0.37790 -1.42038 0.03564  0.09
27 C 1.47456 -2.33843 -0.02335  0.04
28 C 0.96809 -3.59434 0.20684  0.01
29 C -0.41548 -3.45239 0.46488  0.04
30 C -1.27934 -4.47756 1.04982  0.00
31 C -1.67297 -5.55605 0.02857  0.00
32 C -0.60055 -5.13361 2.24727  0.00
33 C 2.86019 -1.96361 -0.45837  0.01
34 C 3.71302 -3.25839 -0.80607  0.00
35 C 3.62212 -0.93593 0.50237  0.03
36 H -0.88983 5.36290 -1.51013  0.00
37 H -1.57367 4.33210 -2.77450  0.00
38 H 0.09610 4.03581 -2.12654  0.00
39 H -0.77599 3.63064 0.14956  0.00
40 H -3.64325 3.82842 -0.79336  0.00
41 H -2.72268 5.12373 -0.08528  0.00
42 H -3.14275 3.58879 0.78625  0.00
43 H -2.94839 2.08165 -2.84201  0.00
44 H -3.43450 -1.68669 -2.15862  0.00
45 H -1.68440 -0.98550 -4.52056  0.00
46 H -2.35151 -2.52313 -4.23825  0.00
47 H -0.98240 -1.82728 -3.27822  0.00
48 H -4.18470 0.56368 -3.86169  0.00
49 H -5.20251 -0.76936 -3.29012  0.00
50 H -4.11242 -1.06825 -4.64073  0.00
51 H -3.01424 -2.10963 0.00306  0.00
52 H -2.88736 0.28213 4.66354  0.00
53 H -5.03669 -0.13109 3.13269  0.00
54 H -4.72027 -1.00773 0.22355  0.00
55 H -4.72087 0.72195 0.74995  0.00
56 H -6.07007 -0.10960 1.16990  0.00
57 H -3.90707 -2.87666 2.35548  0.00
58 H -5.68105 -2.50527 2.55153  0.00
59 H -4.50168 -2.29408 3.91292  0.00
60 H 0.72167 1.29364 4.05456  0.00
61 H 0.37186 -1.66457 4.64584  0.00
62 H 1.73917 -0.70487 5.30802  0.00
63 H 1.44306 -1.03181 3.53968  0.00
64 H -1.04902 -0.13750 6.16109  0.00
65 H -1.16091 1.58485 5.83397  0.00
66 H 0.33383 0.90631 6.53605  0.00
67 H 1.44177 -4.54587 0.19838  0.00
68 H -2.19104 -3.92919 1.42410  0.00
69 H -1.35020 -6.50854 0.43718  0.00
70 H -1.20784 -5.42950 -0.96978  0.00
71 H -2.73664 -5.70112 -0.16263  0.00
72 H 0.37343 -5.64255 2.03788  0.00
73 H -1.20849 -5.85107 2.79573  0.00
74 H -0.42402 -4.37486 3.03365  0.00
75 H 2.79975 -1.40131 -1.46453  0.01
76 H 3.76520 -3.99436 0.06186  0.00
77 H 4.73478 -2.88998 -1.08319  0.00
78 H 3.22862 -3.67326 -1.69019  0.00
79 H 2.98752 -0.67945 1.43302  0.02
80 H 3.96958 -0.00598 -0.02349  0.00
81 H 4.55945 -1.37991 0.83825  0.00
82 C 1.34087 2.45341 -4.53520  0.02
83 Si 2.89390 1.61272 -3.72542  0.06
84 C 4.12370 2.97506 -3.31122  0.01
85 C 3.65834 0.23645 -4.75923  0.00
86 C 2.22090 1.00875 -2.09884  0.42
87 C 1.65554 0.99858 -0.93218  -0.04
88 H 1.46602 2.58192 -5.62203  0.00
89 H 1.20069 3.43951 -3.99555  0.00
90 H 0.50528 1.78874 -4.31568  0.00
91 H 4.68387 3.50295 -4.05989  0.00
92 H 4.91372 2.35936 -2.85785  0.00
93 H 3.78475 3.66658 -2.50815  0.00
94 H 3.26647 0.34367 -5.79004  0.00
95 H 3.39004 -0.74474 -4.28871  0.00
96 H 4.73211 0.14363 -4.74288  0.00
97 Se 1.43298 2.35395 1.74361  0.28
98 C 3.25241 2.86229 1.26104  0.05
99 C 3.28929 4.18034 0.66314  0.02
100 C 4.50532 4.73897 0.30878  0.00
101 C 5.72183 3.98170 0.54532  0.00
102 C 5.69521 2.75642 1.21650  0.00
103 C 4.43245 2.23064 1.55812  0.01
104 H 2.37342 4.67753 0.41356  0.00
105 H 4.53040 5.68335 -0.24943  0.00
106 H 6.67893 4.28185 0.11388  0.00
107 H 6.57647 2.16391 1.43820  0.00
108 H 4.47215 1.33012 2.19479  0.00


Here are the calculated F_max numbers, same order: 2.04 5.69 4.97 (eV/Å).
Here are the calculated energy above the lowest of the compared OMol25 structures with the same formula, charge and spin numbers, same order: 6.0 51.9 0.0 (kcal per mole).